1.
{"formula": "C47H57AsLuN3O7PSSi", "method": "ωB97M-V/def2-TZVPD", "symbols": ["Lu", "O", "C", "C", "O", "C", "C", "O", "C", "O", "O", "N", "C", "O", "C", "C", "H", "H", "H", "H", "H", "H", "O", "N", "S", "C", "N", "C", "C", "C", "C", "Si", "C", "C", "C", "C", "C", "C", "C", "C", "H", "H", "H", "H", "H", "H", "H", "H", "H", "H", "H", "H", "H", "H", "H", "H", "H", "H", "H", "H", "H", "H", "H", "H", "H", "H", "H", "C", "C", "As", "C", "C", "C", "C", "C", "C", "C", "C", "C", "C", "C", "C", "P", "C", "C", "C", "C", "C", "C", "C", "C", "C", "C", "C", "C", "H", "H", "H", "H", "H", "H", "H", "H", "H", "H", "H", "H", "H", "H", "H", "H", "H", "H", "H", "H", "H", "H", "H", "H"], "xyz": [[1.2763, -0.5972, -2.2505], [4.8999, 3.4822, -5.5470], [4.0884, 2.7096, -5.0974], [2.7464, 3.0774, -4.3447], [2.4224, 4.2145, -4.1635], [2.3495, 1.8336, -3.7485], [3.1761, 0.7635, -4.1143], [3.0326, -0.3447, -3.4982], [4.2850, 1.1511, -4.9943], [5.1370, 0.4443, -5.4430], [1.4071, 1.5431, -2.8110], [0.0010, -0.0917, 1.3099], [-0.4434, 0.5814, 0.2282], [-0.4564, 0.0023, -0.8799], [-0.7193, 2.0703, 0.3613], [-1.6103, 2.7208, -0.6686], [0.3782, -0.9751, 1.1091], [0.2192, 0.3920, 2.1810], [0.2968, 2.5166, 0.4364], [-1.1237, 2.1657, 1.4227], [-1.1309, 2.6082, -1.6725], [-2.5485, 2.2528, -0.7374], [2.0575, -0.7165, -0.2996], [2.6356, -1.9505, -0.8013], [-3.0009, -1.9925, -3.4387], [-1.4003, -2.0338, -3.1724], [-0.2474, -2.0117, -3.0690], [-4.0042, 3.8401, 1.3478], [-3.0131, 4.9708, 1.0206], [-3.7873, 6.2609, 0.7509], [-2.1876, 5.2101, 2.2747], [-2.0563, 4.6039, -0.6588], [-0.4433, 5.7566, -0.8186], [0.1139, 5.8628, -2.2922], [-0.7221, 7.1924, -0.3645], [0.6184, 5.0445, 0.0269], [-3.3688, 4.9226, -2.1114], [-2.7437, 4.2641, -3.4326], [-3.4965, 6.4546, -2.4634], [-4.6939, 4.1955, -1.9740], [-4.6003, 4.0586, 2.2593], [-3.3855, 2.9674, 1.5283], [-4.7264, 3.6110, 0.5585], [-4.1648, 6.6608, 1.7159], [-4.5845, 6.1519, 0.0763], [-3.1712, 7.1225, 0.4075], [-2.8152, 5.3801, 3.1675], [-1.4792, 5.9785, 2.2501], [-1.5211, 4.3809, 2.5416], [-0.6734, 6.3245, -2.9017], [0.4248, 4.9200, -2.7917], [1.0358, 6.4522, -2.2326], [-1.6012, 7.6615, -0.8244], [0.1793, 7.7965, -0.6553], [-0.8237, 7.3922, 0.7520], [1.0404, 4.1472, -0.4410], [0.2902, 4.6789, 1.0160], [1.4548, 5.6673, 0.2812], [-1.7998, 4.7724, -3.6636], [-3.4170, 4.3452, -4.2673], [-2.3992, 3.2168, -3.2892], [-2.5641, 6.9926, -2.2583], [-4.3086, 6.9370, -1.9006], [-3.7707, 6.4839, -3.5175], [-4.6119, 3.1525, -1.7150], [-5.2499, 4.2024, -2.9319], [-5.3717, 4.7662, -1.2670], [1.1112, -4.5100, 0.2707], [0.3063, -5.4320, -0.6682], [-1.5074, -5.9859, 0.0393], [-0.7859, -6.7197, 1.6628], [-1.0604, -6.1579, 2.9105], [-0.4059, -6.8633, 3.9534], [0.4401, -7.9350, 3.7342], [0.6327, -8.5179, 2.4686], [0.0438, -7.8306, 1.4520], [-2.3387, -4.3574, 0.7256], [-3.3602, -4.5872, 1.6145], [-4.0864, -3.5191, 2.0359], [-3.8366, -2.1962, 1.6021], [-2.8244, -2.0077, 0.6799], [-2.0936, -3.1157, 0.2050], [2.9856, -4.5967, -0.1294], [3.7305, -5.3997, 1.3766], [5.1338, -5.4012, 1.4519], [5.7845, -5.9591, 2.4923], [5.0448, -6.5909, 3.5287], [3.6881, -6.6287, 3.4030], [3.0275, -6.0524, 2.3473], [3.2418, -2.7869, 0.2356], [4.0814, -1.8800, -0.7219], [4.7392, -0.7498, -0.1075], [4.7098, -0.3487, 1.1620], [3.8638, -1.1473, 2.0351], [3.2546, -2.2625, 1.6233], [0.9671, -4.7808, 1.2910], [0.8460, -3.4588, 0.1424], [0.7843, -6.4228, -0.8347], [0.1746, -4.9404, -1.6601], [-1.7228, -5.3276, 3.0866], [-0.5004, -6.5673, 4.9533], [0.8784, -8.3580, 4.5860], [1.3131, -9.3738, 2.2525], [0.0820, -8.1559, 0.4410], [-3.6073, -5.6024, 1.9183], [-4.8223, -3.6050, 2.8541], [-4.3967, -1.3429, 1.9667], [-2.6328, -1.0321, 0.2330], [-1.3065, -2.9274, -0.5411], [5.6082, -4.9746, 0.6247], [6.8700, -5.9237, 2.4585], [5.5203, -7.0450, 4.4002], [3.1366, -7.0552, 4.2166], [1.9651, -6.1787, 2.1852], [4.5432, -2.2725, -1.5732], [5.3561, -0.2892, -0.8196], [5.3799, 0.4377, 1.5250], [3.9618, -0.9805, 3.0673], [2.7529, -2.8997, 2.3434]], "e_above_lowest_kj_mol": 3.6, "e_tot_ev": -190930.2627, "homo_lumo_gap_ev": 7.185, "lumo_ev": 2.0, "spin_multiplicity": 1, "e_homo_ev": -5.18, "total_charge": -1}

2.
{"formula": "C27H50FIN4O4P", "method": "ωB97M-V/def2-TZVPD", "symbols": ["C", "C", "C", "C", "N", "N", "C", "C", "C", "P", "O", "O", "C", "F", "C", "I", "H", "H", "H", "H", "H", "H", "H", "H", "H", "H", "H", "H", "H", "H", "C", "C", "C", "C", "C", "C", "N", "O", "C", "C", "C", "H", "H", "H", "H", "H", "H", "H", "H", "H", "H", "H", "H", "H", "H", "H", "H", "H", "H", "C", "C", "C", "C", "C", "C", "N", "O", "C", "C", "C", "H", "H", "H", "H", "H", "H", "H", "H", "H", "H", "H", "H", "H", "H", "H", "H", "H", "H"], "xyz": [[3.7388, 3.2776, 1.1541], [4.4907, 3.0994, -0.2910], [4.2410, 1.6625, -1.0371], [2.5957, 1.6231, -1.3549], [4.6094, 0.4411, -0.1628], [3.5301, -0.1160, 0.4168], [3.9430, -1.2581, 1.2202], [2.6803, -1.9964, 2.0372], [5.3686, -1.9225, 1.4552], [5.6021, -3.4819, 2.5394], [7.1030, -4.2039, 1.9201], [4.4001, -4.7058, 2.2310], [6.6012, -1.1745, 0.7089], [8.0208, -1.5737, 0.7792], [6.0212, 0.0921, -0.1004], [7.5780, 1.2921, -1.1427], [3.0772, 2.3234, 1.4255], [4.4719, 3.4528, 2.0497], [2.9887, 4.2045, 1.0932], [4.0228, 3.9289, -1.0112], [5.6085, 3.4045, -0.1408], [4.7199, 1.5881, -2.1249], [2.4267, 2.4476, -2.1997], [2.3984, 0.5900, -1.8723], [1.9437, 1.8248, -0.4056], [1.7779, -1.2378, 2.2227], [2.2158, -2.8698, 1.3692], [2.9951, -2.3731, 3.1061], [6.8018, -4.5548, 1.0086], [4.7296, -5.2237, 1.4211], [-2.5214, 2.4233, 3.6675], [-1.8438, 1.3047, 2.8220], [-2.6736, 1.0222, 1.5350], [-3.9618, 0.2515, 1.7959], [-3.6882, -1.0201, 2.5936], [-2.8937, -0.7557, 3.8986], [-1.6665, 0.0776, 3.6699], [-0.7098, -0.7406, 3.0428], [-3.8326, -0.0654, 4.9269], [-2.5675, -2.1244, 4.5796], [-0.4861, 1.9425, 2.3770], [-3.5693, 2.5793, 3.3938], [-2.4728, 2.2139, 4.7405], [-2.0251, 3.3949, 3.5496], [-2.0676, 0.4495, 0.8223], [-2.9184, 1.9671, 1.0306], [-4.6866, 0.8803, 2.3203], [-4.4291, -0.0138, 0.8376], [-4.6431, -1.5106, 2.8212], [-3.1362, -1.7242, 1.9515], [-3.2852, 0.2101, 5.8359], [-4.6455, -0.7361, 5.2328], [-4.3243, 0.8279, 4.5394], [-1.9988, -2.7972, 3.9225], [-3.4826, -2.6643, 4.8439], [-1.9941, -1.9807, 5.5020], [0.1489, 2.1645, 3.2431], [-0.6566, 2.8851, 1.8418], [0.0807, 1.3044, 1.6898], [-2.7492, -2.0213, -2.8914], [-1.6757, -0.9241, -2.6284], [-2.3568, 0.4012, -2.1761], [-3.0559, 1.1454, -3.3070], [-2.1141, 1.3577, -4.4886], [-1.4529, 0.0434, -4.9781], [-0.8349, -0.7445, -3.8601], [0.3463, -0.0834, -3.4785], [-2.5206, -0.8111, -5.7166], [-0.4270, 0.3824, -6.1078], [-0.8655, -1.4776, -1.4097], [-3.7525, -1.6040, -3.0206], [-2.5114, -2.6265, -3.7716], [-2.8203, -2.7424, -2.0673], [-1.6079, 1.0700, -1.7346], [-3.0847, 0.1967, -1.3791], [-3.9512, 0.6051, -3.6271], [-3.4059, 2.1204, -2.9410], [-2.6701, 1.8326, -5.3068], [-1.3397, 2.0828, -4.1931], [-2.1111, -1.7850, -6.0091], [-2.8573, -0.3154, -6.6360], [-3.4253, -0.9819, -5.1316], [0.3448, 1.0916, -5.7773], [-0.9208, 0.8524, -6.9645], [0.0723, -0.5218, -6.4731], [-0.3574, -2.4150, -1.6660], [-1.5310, -1.6834, -0.5620], [-0.1154, -0.7703, -1.0388]], "e_tot_ev": -63048.9323, "homo_lumo_gap_ev": [6.001, 6.626], "lumo_ev": [-5.0, -5.0], "spin_multiplicity": 3, "e_homo_ev": [-11.04, -11.66], "total_charge": 1}